[1]
Formula: C30H57F5NO13PS
Source: the OMol25 dataset
Level of theory: the ωB97M-V functional and the def2-TZVPD basis

Cartesian coordinates (Å):
1 C -6.84 7.41 -3.19
2 O -6.41 6.74 -4.36
3 C -5.53 5.66 -4.11
4 C -4.07 6.11 -3.93
5 C -3.07 5.24 -4.68
6 C -3.10 3.77 -4.26
7 C -2.71 3.53 -2.79
8 C -1.83 2.30 -2.58
9 C -1.96 1.66 -1.19
10 C -1.64 0.15 -1.16
11 C -0.28 -0.10 -0.50
12 C 0.10 -1.56 -0.27
13 O 1.28 -1.71 0.47
14 C 2.23 -0.68 0.47
15 O 2.88 -0.44 -0.49
16 C 2.39 -0.02 1.82
17 C 3.53 -0.68 2.61
18 C 3.17 -2.11 3.08
19 C 2.91 -2.24 4.60
20 C 1.67 -3.07 4.98
21 C 1.99 -4.51 5.41
22 C 2.07 -5.51 4.25
23 O 0.97 -6.41 4.24
24 C 1.20 -7.57 5.01
25 P -1.24 -2.54 0.68
26 N -1.21 -1.56 2.07
27 O -0.31 -3.81 1.16
28 S 0.53 -2.34 -1.94
29 O 0.59 -1.33 -2.95
30 O 1.61 -3.24 -1.68
31 C -0.81 -3.53 -2.54
32 F -1.05 -4.43 -1.58
33 F -0.19 -4.14 -3.56
34 C -2.15 -3.00 -3.09
35 F -2.91 -2.48 -2.12
36 F -1.95 -2.07 -4.03
37 F -2.81 -4.03 -3.63
38 H -6.95 8.47 -3.42
39 H -7.81 7.02 -2.86
40 H -6.12 7.29 -2.38
41 H -5.88 5.09 -3.24
42 H -5.61 5.00 -4.98
43 H -3.81 6.11 -2.87
44 H -4.01 7.14 -4.29
45 H -2.06 5.62 -4.49
46 H -3.24 5.33 -5.76
47 H -2.42 3.20 -4.91
48 H -4.09 3.36 -4.45
49 H -3.62 3.44 -2.18
50 H -2.19 4.42 -2.43
51 H -2.04 1.55 -3.36
52 H -0.79 2.60 -2.72
53 H -1.30 2.19 -0.50
54 H -2.97 1.82 -0.81
55 H -2.42 -0.37 -0.62
56 H -1.60 -0.21 -2.18
57 H 0.49 0.36 -1.11
58 H -0.29 0.37 0.49
59 H 2.62 1.03 1.61
60 H 1.46 -0.09 2.37
61 H 4.42 -0.69 1.99
62 H 3.74 -0.05 3.48
63 H 2.28 -2.45 2.54
64 H 3.97 -2.78 2.78
65 H 2.80 -1.24 5.03
66 H 3.79 -2.68 5.07
67 H 1.13 -2.57 5.78
68 H 1.00 -3.13 4.11
69 H 2.93 -4.52 5.96
70 H 1.22 -4.87 6.10
71 H 2.04 -4.99 3.29
72 H 3.01 -6.07 4.28
73 H 1.79 -8.30 4.45
74 H 1.73 -7.34 5.94
75 H 0.23 -8.00 5.27
76 H -0.36 -1.67 2.60
77 H -2.01 -1.74 2.66
78 H 0.43 -4.03 0.57
79 C 7.78 -7.81 6.54
80 C 6.86 -7.10 7.51
81 O 5.53 -7.65 7.48
82 C 5.35 -8.77 8.17
83 O 6.18 -9.34 8.83
84 O 4.09 -9.17 8.00
85 C 3.76 -10.39 8.66
86 H 7.36 -7.79 5.54
87 H 8.75 -7.32 6.52
88 H 7.93 -8.85 6.84
89 H 6.73 -6.06 7.24
90 H 7.24 -7.16 8.53
91 H 4.03 -10.35 9.71
92 H 4.26 -11.23 8.18
93 H 2.68 -10.50 8.55
94 C -0.36 10.05 -8.87
95 C -0.55 9.59 -7.44
96 O -1.64 10.28 -6.81
97 C -2.85 9.80 -7.10
98 O -3.10 8.86 -7.81
99 O -3.75 10.55 -6.47
100 C -5.11 10.17 -6.70
101 H -0.24 11.13 -8.91
102 H 0.54 9.58 -9.29
103 H -1.21 9.77 -9.48
104 H 0.32 9.84 -6.83
105 H -0.72 8.52 -7.38
106 H -5.26 9.11 -6.50
107 H -5.40 10.39 -7.73
108 H -5.71 10.77 -6.02

Output
E_tot: -3449.0245 hartree
M: 797.81 g mol⁻¹
frontier orbital gap: 9.832 eV
SMILES string: COCCCCCCCCC[C@@](OC(=O)CCCCCCCOC)(P(N)O)S(=O)(=O)C(F)(F)C(F)(F)F.CCOC(=O)OC.CCOC(=O)OC
highest occupied orbital energy: -9.32 eV
F_max: 1.04 eV/Å

Mulliken population analysis, charges in e, atoms 1 to 8:
1. C -0.708
2. O -0.422
3. C -0.532
4. C -0.339
5. C -1.193
6. C -0.514
7. C -0.610
8. C -0.798

***

[2]
Formula: C3H13NO2
Source: the OMol25 dataset
Level of theory: the ωB97M-V functional and the def2-TZVPD basis

Cartesian coordinates (Å):
1 C -1.95 1.45 -0.77
2 C -0.85 0.35 -0.87
3 C -1.21 -0.60 -2.02
4 N 0.45 0.91 -1.17
5 H -2.91 1.06 -1.09
6 H -2.13 1.79 0.25
7 H -1.67 2.30 -1.40
8 H -0.90 -0.18 0.08
9 H -0.33 -1.17 -2.29
10 H -2.04 -1.26 -1.76
11 H -1.51 0.02 -2.87
12 H 0.70 1.79 -0.72
13 H 0.66 0.98 -2.16
14 O 1.09 -1.58 3.30
15 H 0.59 -2.40 3.12
16 H 1.38 -1.36 2.42
17 O 2.03 -0.34 0.98
18 H 2.48 0.33 1.48
19 H 1.75 0.15 0.17

Output
E_tot: -327.3285 hartree
energy above the lowest of the compared OMol25 structures with the same formula, charge and spin: 35.2 kJ/mol
M: 95.14 g mol⁻¹
frontier orbital gap: 10.544 eV
SMILES string: CC(C)N.O.O
highest occupied orbital energy: -9.73 eV
F_max: 1.69 eV/Å

Mulliken population analysis, charges in e, atoms 1 to 8:
1. C -1.406
2. C 0.872
3. C -1.605
4. N -0.698
5. H 0.340
6. H 0.363
7. H 0.356
8. H 0.161

***

[3]
Formula: C3H9O
Source: the OMol25 dataset
Level of theory: the ωB97M-V functional and the def2-TZVPD basis

Cartesian coordinates (Å):
1 O 0.44 -0.93 -1.60
2 H 1.03 -0.19 -1.92
3 H 0.11 -1.51 -2.35
4 H -1.56 0.03 -1.02
5 C 0.90 0.24 1.26
6 C -0.35 -0.21 0.73
7 C -1.23 0.61 -0.12
8 H 1.68 -0.40 0.78
9 H 1.29 1.24 1.08
10 H 0.86 -0.04 2.33
11 H -0.55 -1.27 0.85
12 H -2.03 1.03 0.52
13 H -0.60 1.39 -0.55

Output
E_tot: -193.9848 hartree
energy above the lowest of the compared OMol25 structures with the same formula, charge and spin: 0.0 kJ/mol
M: 61.10 g mol⁻¹
frontier orbital gap (alpha / beta): 11.461 / 5.827 eV
net charge: +2
highest occupied orbital energy (alpha / beta): -23.08 / -23.03 eV
2S+1: 2
expectation value of S²: 0.75
F_max: 1.93 eV/Å

Mulliken population analysis, charges in e, atoms 1 to 8:
1. O -0.123
2. H 0.478
3. H 0.451
4. H 0.362
5. C -0.896
6. C 0.301
7. C -0.853
8. H 0.369

***

[4]
Formula: C6H7N3
Source: the OMol25 dataset
Level of theory: the ωB97M-V functional and the def2-TZVPD basis

Cartesian coordinates (Å):
1 C 1.11 -1.98 0.25
2 C 0.44 1.19 1.03
3 C -0.41 1.27 -0.30
4 C -1.14 2.33 -0.77
5 C -0.40 -0.08 -0.89
6 C -1.31 -0.94 0.02
7 H 1.63 -2.83 -0.60
8 H 0.23 -2.63 0.89
9 H 2.03 -1.78 0.93
10 H 0.54 2.01 1.95
11 H -1.67 2.19 -2.02
12 H -1.13 3.28 -0.26
13 H -0.42 -0.04 -2.01
14 N 0.94 -0.64 -0.19
15 N 1.25 0.21 0.88
16 N -1.68 -1.59 1.09

Output
E_tot: -396.8363 hartree
energy above the lowest of the compared OMol25 structures with the same formula, charge and spin: 672.0 kJ/mol
M: 121.14 g mol⁻¹
frontier orbital gap: 9.129 eV
highest occupied orbital energy: -8.98 eV
F_max: 11.81 eV/Å

Mulliken population analysis, charges in e, atoms 1 to 8:
1. C -0.709
2. C -0.161
3. C 0.369
4. C -0.810
5. C -0.029
6. C 0.295
7. H 0.217
8. H 0.281

***

[5]
Formula: C13H17ClN2OS
Source: the OMol25 dataset
Level of theory: the ωB97M-V functional and the def2-TZVPD basis

Cartesian coordinates (Å):
1 O 3.35 -3.10 3.92
2 C 2.42 -2.44 4.74
3 C 1.89 -1.20 4.02
4 N 0.79 -1.53 3.14
5 C 0.02 -0.38 2.68
6 C 0.39 0.05 1.26
7 N 0.04 -1.03 0.35
8 C -0.64 -0.86 -0.79
9 S -1.31 -2.13 -1.60
10 C -0.75 0.48 -1.39
11 C -1.98 0.93 -1.85
12 C -2.11 2.15 -2.47
13 C -0.98 2.94 -2.65
14 Cl -1.12 4.48 -3.42
15 C 0.27 2.51 -2.22
16 C 0.38 1.28 -1.58
17 C 0.19 -2.36 0.90
18 C 1.21 -2.37 2.02
19 H 3.67 -3.89 4.37
20 H 2.91 -2.12 5.67
21 H 1.58 -3.09 5.00
22 H 2.74 -0.74 3.48
23 H 1.52 -0.50 4.77
24 H 0.17 0.46 3.36
25 H -1.04 -0.65 2.70
26 H -0.15 0.95 0.98
27 H 1.46 0.26 1.20
28 H -2.85 0.29 -1.73
29 H -3.07 2.50 -2.82
30 H 1.14 3.12 -2.38
31 H 1.35 0.94 -1.27
32 H -0.78 -2.73 1.26
33 H 0.51 -3.03 0.09
34 H 2.19 -2.05 1.63
35 H 1.33 -3.39 2.39

Output
E_tot: -1548.6859 hartree
energy above the lowest of the compared OMol25 structures with the same formula, charge and spin: 75.5 kJ/mol
M: 284.81 g mol⁻¹
frontier orbital gap: 8.349 eV
SMILES string: OCCN1CCN(C(=S)c2ccc(Cl)cc2)CC1
highest occupied orbital energy: -7.97 eV
F_max: 0.72 eV/Å

Mulliken population analysis, charges in e, atoms 1 to 8:
1. O -0.509
2. C -0.740
3. C -0.597
4. N 0.008
5. C -1.136
6. C -0.568
7. N 0.301
8. C -0.129

***

[6]
Formula: C27H21F3O5S2
Source: the OMol25 dataset
Level of theory: the ωB97M-V functional and the def2-TZVPD basis

Cartesian coordinates (Å):
1 C -1.56 -0.40 0.65
2 O -0.87 -0.69 -0.63
3 C 0.15 0.11 -1.00
4 C 1.36 -0.11 -0.02
5 C 2.12 -1.47 -0.03
6 C 3.44 -1.39 -0.46
7 C 4.30 -2.50 -0.49
8 C 3.83 -3.73 -0.05
9 C 2.53 -3.82 0.42
10 F 2.10 -5.02 0.95
11 C 1.65 -2.72 0.40
12 C 1.19 0.27 1.49
13 C 0.99 -0.62 2.57
14 C 1.13 -0.15 3.86
15 F 1.06 -1.03 4.92
16 C 1.40 1.19 4.18
17 C 1.40 2.06 3.10
18 F 1.54 3.42 3.33
19 C 1.29 1.63 1.78
20 S 0.39 -0.08 -2.94
21 O -0.82 0.22 -3.70
22 O 1.62 0.62 -3.24
23 C 0.61 -1.79 -3.22
24 C 1.91 -2.32 -3.41
25 C 2.11 -3.70 -3.26
26 C 1.04 -4.57 -3.06
27 C -0.24 -4.04 -3.12
28 C -0.47 -2.66 -3.22
29 S -0.48 2.09 -1.22
30 O -1.64 2.37 -0.37
31 O 0.77 2.77 -0.91
32 C -0.96 2.81 -2.85
33 C 0.00 3.41 -3.66
34 C -0.41 4.05 -4.84
35 C -1.76 4.12 -5.16
36 C -2.73 3.55 -4.32
37 C -2.32 2.90 -3.14
38 H -2.54 -0.87 0.54
39 H -1.03 -0.77 1.53
40 H -1.73 0.68 0.73
41 H 2.08 0.62 -0.41
42 H 3.84 -0.44 -0.74
43 H 5.33 -2.40 -0.83
44 H 4.47 -4.63 -0.05
45 H 0.66 -2.89 0.77
46 H 0.73 -1.67 2.45
47 H 1.58 1.53 5.20
48 H 1.34 2.36 0.96
49 H 2.75 -1.65 -3.66
50 H 3.12 -4.09 -3.28
51 H 1.21 -5.62 -2.81
52 H -1.10 -4.70 -3.05
53 H -1.48 -2.26 -3.33
54 H 1.05 3.33 -3.40
55 H 0.36 4.47 -5.49
56 H -2.07 4.66 -6.05
57 H -3.79 3.61 -4.54
58 H -3.04 2.43 -2.49

Output
E_tot: -2513.5115 hartree
M: 546.59 g mol⁻¹
frontier orbital gap: 9.192 eV
SMILES string: COC([C@H](c1cccc(F)c1)c1cc(F)cc(F)c1)(S(=O)(=O)c1ccccc1)S(=O)(=O)c1ccccc1
highest occupied orbital energy: -9.43 eV
F_max: 2.14 eV/Å

Mulliken population analysis, charges in e, atoms 1 to 8:
1. C -0.520
2. O -0.257
3. C -0.315
4. C 0.395
5. C -0.298
6. C -0.615
7. C -0.803
8. C -0.489

***

Number 2 is which compound? C3H13NO2

***

Number 2 is which compound? C3H13NO2

***

Number 1 is which compound? C30H57F5NO13PS